Here is 13 unconnected molecules or ions with the total composition C89H195N9O13 from OMol25. Energies are from ωB97M-V/def2-TZVPD.

Atoms and positions in Å:
C 17.713 16.962 23.825
C 17.524 16.628 22.322
C 15.995 16.743 21.857
C 15.497 18.191 21.828
C 16.357 18.934 20.888
C 17.828 18.983 21.202
N 18.348 17.578 21.475
O 19.735 17.519 22.012
C 18.589 19.465 19.941
C 18.179 19.903 22.382
C 17.985 15.196 22.043
H 17.204 17.789 24.237
H 18.745 16.971 24.184
H 17.259 16.184 24.430
H 15.828 16.268 20.902
H 15.467 16.153 22.629
H 15.494 18.664 22.785
H 14.464 18.212 21.441
H 16.084 19.882 20.566
H 16.373 18.438 19.927
H 19.582 19.596 20.295
H 18.625 18.774 19.158
H 18.247 20.439 19.585
H 17.921 19.388 23.284
H 19.254 20.130 22.460
H 17.654 20.898 22.291
H 17.981 14.982 20.960
H 17.360 14.449 22.494
H 18.985 15.042 22.338
H 19.818 18.375 22.467
C 23.562 22.780 16.190
C 22.635 23.929 16.636
C 21.816 24.370 15.381
C 20.622 23.462 15.200
C 19.851 23.456 16.432
C 20.584 22.864 17.661
N 21.791 23.758 17.834
O 22.517 23.263 18.881
C 19.631 23.160 18.839
C 20.809 21.353 17.498
C 23.569 25.123 17.011
H 23.856 22.103 16.984
H 24.514 23.149 15.815
H 23.073 22.108 15.541
H 21.416 25.356 15.506
H 22.517 24.344 14.534
H 21.057 22.480 14.911
H 19.963 23.756 14.325
H 19.004 22.751 16.241
H 19.462 24.465 16.689
H 19.871 22.704 19.810
H 19.477 24.263 19.016
H 18.672 22.843 18.434
H 21.176 20.959 18.422
H 19.891 20.843 17.158
H 21.556 21.071 16.730
H 24.141 25.323 16.058
H 24.230 24.870 17.861
H 22.958 25.998 17.310
H 22.625 24.001 19.522
C 24.889 14.380 14.296
C 23.383 14.276 13.824
C 23.244 13.316 12.630
C 23.300 11.882 13.053
C 22.265 11.574 14.126
C 22.415 12.561 15.277
N 22.348 13.917 14.825
O 22.448 14.765 15.954
C 21.197 12.370 16.289
C 23.645 12.200 16.160
C 23.003 15.659 13.345
H 25.318 15.234 13.763
H 25.536 13.480 14.100
H 24.997 14.490 15.429
H 22.272 13.412 12.064
H 24.033 13.524 11.841
H 24.348 11.698 13.507
H 23.123 11.267 12.161
H 22.479 10.582 14.483
H 21.255 11.626 13.720
H 20.278 12.622 15.783
H 21.245 11.347 16.562
H 21.273 13.093 17.081
H 23.667 11.128 16.384
H 24.559 12.525 15.650
H 23.521 12.801 17.030
H 22.925 16.365 14.124
H 21.981 15.573 12.923
H 23.586 16.055 12.551
H 21.533 15.091 16.015
C 23.666 18.943 18.634
C 24.899 18.424 17.864
C 24.528 17.906 16.453
C 25.617 17.843 15.430
C 26.430 19.122 15.399
C 26.997 19.525 16.832
N 25.788 19.571 17.716
O 26.200 19.877 19.096
C 28.054 18.545 17.331
C 27.463 21.014 16.771
C 25.629 17.208 18.617
H 23.981 19.107 19.677
H 22.839 18.224 18.673
H 23.344 19.946 18.251
H 24.137 16.877 16.538
H 23.693 18.583 16.132
H 25.153 17.698 14.437
H 26.292 16.977 15.585
H 25.889 19.954 15.040
H 27.293 18.939 14.696
H 28.387 18.752 18.368
H 27.620 17.605 17.311
H 28.912 18.584 16.653
H 26.677 21.657 16.396
H 27.676 21.381 17.721
H 28.206 21.176 15.953
H 26.201 17.658 19.384
H 26.319 16.605 18.064
H 24.967 16.503 19.073
H 25.799 20.757 19.306
C 20.635 21.108 12.061
C 21.987 21.630 11.544
C 23.048 21.599 12.618
C 23.499 20.171 12.878
C 24.047 19.420 11.656
C 23.048 19.459 10.484
N 22.512 20.840 10.341
O 21.521 20.747 9.224
C 23.888 19.104 9.273
C 21.968 18.454 10.789
C 21.905 23.093 10.992
H 20.001 20.866 11.178
H 20.197 21.929 12.663
H 20.734 20.352 12.824
H 23.923 22.117 12.217
H 22.687 22.037 13.519
H 22.707 19.567 13.254
H 24.274 20.124 13.624
H 24.262 18.412 11.966
H 24.942 19.870 11.223
H 23.391 19.276 8.267
H 24.795 19.726 9.372
H 24.156 18.110 9.379
H 22.393 17.457 10.819
H 21.516 18.665 11.770
H 21.135 18.496 10.057
H 22.894 23.460 10.926
H 21.369 23.729 11.725
H 21.350 23.029 10.047
H 21.742 21.525 8.668
C 9.253 15.791 19.176
C 10.765 15.570 18.787
C 11.485 15.181 20.072
C 12.871 14.635 19.843
C 12.776 13.514 18.795
C 12.215 13.921 17.418
N 10.874 14.478 17.793
O 10.233 15.004 16.611
C 13.227 14.907 16.791
C 11.985 12.652 16.556
C 11.197 16.920 18.103
H 9.213 16.549 19.925
H 8.752 14.818 19.507
H 8.680 16.203 18.334
H 11.589 16.094 20.641
H 10.912 14.559 20.729
H 13.316 14.288 20.793
H 13.511 15.476 19.519
H 12.109 12.767 19.252
H 13.772 13.110 18.653
H 12.652 15.481 16.024
H 13.663 15.601 17.573
H 13.965 14.334 16.199
H 11.972 12.836 15.469
H 12.835 11.913 16.661
H 11.078 12.142 16.888
H 12.275 17.080 17.935
H 10.848 17.773 18.730
H 10.763 16.991 17.121
H 9.811 14.211 16.206
C 15.523 10.661 16.517
C 16.529 10.682 17.666
C 17.364 11.930 17.645
C 18.220 12.094 18.899
C 17.286 12.098 20.083
C 16.403 10.859 20.162
N 15.700 10.764 18.894
O 14.801 9.661 18.936
C 17.225 9.616 20.581
C 15.350 11.109 21.240
C 17.524 9.529 17.460
H 16.068 10.545 15.569
H 14.949 11.633 16.573
H 14.808 9.853 16.648
H 17.918 11.835 16.719
H 16.717 12.789 17.615
H 18.756 13.086 18.796
H 18.973 11.328 18.980
H 16.637 12.929 19.848
H 17.867 12.207 21.006
H 18.237 9.544 20.281
H 17.273 9.681 21.666
H 16.792 8.631 20.308
H 14.588 11.802 20.934
H 14.959 10.139 21.568
H 15.832 11.510 22.109
H 18.261 9.408 18.244
H 18.015 9.600 16.479
H 16.896 8.654 17.507
H 14.019 9.946 19.370
C 13.762 20.667 19.046
C 14.043 22.055 18.290
C 15.640 22.409 18.173
C 16.325 21.358 17.263
C 15.765 21.642 15.899
C 14.260 21.384 15.810
N 13.521 22.077 16.910
O 12.156 21.586 16.928
C 13.722 22.035 14.533
C 13.964 19.859 15.644
C 13.306 23.200 19.038
H 14.323 19.760 18.827
H 12.718 20.460 18.984
H 14.078 20.844 20.027
H 15.853 23.422 17.710
H 16.083 22.402 19.172
H 16.115 20.371 17.631
H 17.458 21.330 17.298
H 16.205 21.120 15.020
H 15.799 22.685 15.742
H 14.083 21.613 13.641
H 12.641 21.940 14.477
H 14.033 23.044 14.468
H 14.337 19.247 16.499
H 12.909 19.746 15.429
H 14.462 19.511 14.729
H 12.248 23.135 18.724
H 13.671 24.134 18.640
H 13.467 23.222 20.115
H 12.183 20.627 17.040
C 19.712 16.195 14.160
C 19.580 17.206 15.231
C 18.595 18.338 14.866
C 17.138 17.891 14.755
C 16.728 17.457 16.176
C 17.604 16.310 16.649
N 19.054 16.849 16.574
O 19.903 15.861 17.162
C 17.398 15.986 18.167
C 17.369 15.029 15.892
C 20.918 17.937 15.544
H 20.359 16.626 13.377
H 18.817 15.884 13.637
H 20.297 15.315 14.509
H 18.568 19.098 15.593
H 18.957 18.744 13.884
H 17.013 17.043 14.074
H 16.582 18.760 14.480
H 15.727 17.069 16.233
H 16.859 18.300 16.871
H 17.892 16.804 18.675
H 16.350 15.999 18.419
H 17.741 15.031 18.386
H 18.187 14.325 16.024
H 16.425 14.573 16.253
H 17.057 15.134 14.812
H 21.310 18.493 14.666
H 21.633 17.238 15.958
H 20.621 18.624 16.338
H 20.223 16.343 17.939
C 18.619 11.549 12.930
C 18.896 12.978 12.332
O 17.622 13.674 12.398
H 19.414 10.858 12.659
H 17.749 11.131 12.430
H 18.493 11.520 14.010
H 19.130 12.937 11.284
H 19.652 13.460 12.870
H 17.548 14.406 11.743
C 13.949 15.283 11.989
C 13.837 16.607 11.303
O 14.551 16.669 10.069
H 14.024 14.513 11.185
H 13.143 15.018 12.665
H 14.890 15.100 12.509
H 14.098 17.442 11.900
H 12.717 16.768 11.050
H 14.169 17.269 9.464
C 22.318 14.545 19.205
C 21.996 15.558 20.292
O 20.917 16.353 19.876
H 21.477 13.944 18.964
H 23.132 13.856 19.564
H 22.720 14.980 18.267
H 22.873 16.224 20.320
H 21.719 15.082 21.223
H 20.603 16.904 20.595
C 19.549 15.720 10.289
C 18.285 16.558 10.456
O 17.099 15.762 10.718
H 20.396 16.398 10.308
H 19.626 15.197 9.399
H 19.768 15.051 11.205
H 18.017 17.269 9.626
H 18.431 17.173 11.336
H 16.307 16.182 10.394

Output
ΔE to the lowest compared entry with this formula, charge and spin: 143.6 kJ/mol
HOMO level: -0.311 hartree
LUMO energy: 0.374 eV
orbital gap: 8.831 eV
calculated total energy: -135470.596 eV